Entry 1:
DFT (wB97M-V/def2-TZVPD) results for a 4-piece molecular cluster, C5H16NO5 overall.

```
! RIJCOSX wB97M-V def2-TZVPD def2/J DEFGRID3
* xyz -1 1
C -1.45 -2.19 0.77
N -1.08 -0.81 1.09
C 2.27 0.76 -0.22
C 0.86 0.07 -0.31
C 0.33 -0.30 1.09
C 1.39 -1.41 1.56
O 2.20 -0.95 2.40
O 1.35 -2.52 1.01
H -1.60 -2.26 -0.31
H -0.77 -2.94 1.13
H -2.41 -2.38 1.25
H -1.42 -0.55 2.00
H 2.95 0.12 0.33
H 2.51 0.79 -1.29
H 2.26 1.77 0.19
H 1.15 -0.82 -0.85
H 0.13 0.62 -0.89
H 0.36 0.51 1.81
H -1.95 0.58 0.47
H -1.72 2.02 -0.12
O -2.40 1.35 -0.01
H 0.32 2.55 -1.05
H 1.76 2.68 -1.60
O 0.84 2.84 -1.80
H -1.30 0.28 -2.63
H -2.40 0.26 -1.56
O -2.17 -0.07 -2.46
*
```

HOMO energy (eV): -4.207

Entry 2:
DFT (wB97M-V/def2-TZVPD) results for CClNO2S2 as an isolated structure.

```
! RIJCOSX wB97M-V def2-TZVPD def2/J DEFGRID3
* xyz 0 1
C -1.43 0.03 -0.09
N 2.40 0.00 -0.86
O -0.70 -0.94 -0.31
O 1.14 0.12 1.42
S -1.10 1.59 -0.08
S 1.27 0.25 0.02
Cl -3.10 -0.36 0.02
*
```

HOMO energy (spin up / spin down) (eV): -10.530 / -10.528

Entry 3:
DFT (wB97M-V/def2-TZVPD) results for one molecule with the formula C5H8O.

```
! RIJCOSX wB97M-V def2-TZVPD def2/J DEFGRID3
* xyz 0 1
O 2.38 -0.35 -0.39
C 1.79 0.22 0.70
C 0.53 0.11 0.01
C -0.26 -1.08 -0.41
C -1.56 -0.24 -0.23
C -0.67 1.04 -0.15
H 2.10 1.27 0.87
H 1.73 -0.31 1.65
H -0.05 -1.27 -1.47
H -0.10 -1.99 0.16
H -2.28 -0.27 -1.05
H -2.09 -0.48 0.70
H -0.66 1.61 -1.08
H -0.87 1.74 0.68
*
```

HOMO energy (spin up / spin down) (eV): -8.933 / -8.930

Entry 4:
DFT (wB97M-V/def2-TZVPD) results for a 4-piece molecular cluster, C5H14O3 overall.

```
! RIJCOSX wB97M-V def2-TZVPD def2/J DEFGRID3
* xyz 1 2
C 1.16 -0.54 1.80
C 0.79 0.65 0.88
C 1.24 1.83 1.38
C -0.42 1.15 -1.11
C -0.33 0.37 -0.02
H 0.50 -1.34 2.17
H 1.73 -0.19 2.70
H 1.83 -1.17 1.33
H 2.18 1.97 1.91
H 0.97 2.73 1.00
H 0.40 1.84 -1.40
H -1.22 1.29 -1.90
H -1.07 -0.21 0.44
H 0.46 -0.67 -3.19
H 1.50 0.43 -3.92
O 1.30 -0.51 -3.64
H -3.72 -0.59 2.06
H -2.69 0.47 2.33
O -3.35 -0.06 2.80
H 0.41 -1.65 -0.76
H 0.72 -2.14 -2.10
O -0.03 -2.12 -1.45
*
```

HOMO energy (spin up / spin down) (eV): -14.608 / -14.608
⟨S²⟩: 0.78

Entry 5:
DFT (wB97M-V/def2-TZVPD) results for C32H41IN5O3SSb2V as an isolated structure.

```
! RIJCOSX wB97M-V def2-TZVPD def2/J DEFGRID3
* xyz 1 4
V -0.02 -0.35 -0.35
C 1.56 -1.45 -4.61
C 0.40 -2.23 -4.09
N -0.21 -3.06 -4.88
C -1.23 -3.81 -4.40
C -1.65 -3.77 -3.11
C -2.76 -4.70 -2.67
O -2.35 -5.64 -1.67
C -1.02 -2.86 -2.22
C -1.35 -2.94 -0.81
N -0.96 -2.11 0.10
C -1.21 -2.44 1.47
C -2.40 -3.00 1.90
C -2.59 -3.32 3.24
C -1.59 -3.08 4.17
C -0.40 -2.50 3.76
C -0.22 -2.17 2.42
I 1.56 -1.23 1.84
C 0.00 -2.03 -2.72
O 0.63 -1.12 -2.03
H 1.51 -1.41 -5.70
H 1.58 -0.44 -4.21
H 2.50 -1.94 -4.33
H -1.71 -4.48 -5.11
H -3.58 -4.14 -2.22
H -3.16 -5.21 -3.54
H -1.66 -6.20 -2.05
H -1.88 -3.83 -0.50
H -3.19 -3.18 1.18
H -3.53 -3.77 3.55
H -1.73 -3.35 5.21
H 0.39 -2.30 4.47
C -2.92 0.20 -3.22
Sb -1.74 1.21 -1.75
C -3.28 2.41 -0.94
C -0.93 2.75 -3.00
C 0.05 2.33 -4.06
C -0.43 1.86 -5.28
C 0.42 1.54 -6.32
C 1.79 1.69 -6.16
C 2.28 2.14 -4.95
C 1.43 2.46 -3.88
C 2.06 2.94 -2.60
Sb 2.02 1.53 -0.98
C 3.67 0.36 -1.64
C 3.16 2.74 0.34
H -3.47 0.92 -3.83
H -3.63 -0.45 -2.70
H -2.28 -0.41 -3.86
H -3.24 3.39 -1.41
H -3.14 2.50 0.13
H -4.25 1.96 -1.16
H -0.52 3.48 -2.30
H -1.81 3.20 -3.47
H -1.51 1.76 -5.41
H 0.01 1.18 -7.26
H 2.47 1.46 -6.97
H 3.35 2.26 -4.81
H 1.59 3.86 -2.22
H 3.12 3.14 -2.75
H 4.45 1.02 -2.03
H 3.34 -0.33 -2.42
H 4.07 -0.21 -0.81
H 4.12 2.96 -0.13
H 3.32 2.23 1.29
H 2.62 3.68 0.52
O -1.76 0.35 1.14
N -2.49 0.34 2.22
C -3.82 0.12 2.13
C -4.60 0.12 3.25
C -4.03 0.33 4.50
C -2.67 0.56 4.57
C -1.91 0.57 3.42
H -4.17 -0.04 1.12
H -5.67 -0.06 3.14
H -4.64 0.33 5.39
H -2.17 0.74 5.51
H -0.85 0.75 3.37
N -0.92 5.66 1.59
C -0.06 4.66 1.82
N 1.03 4.97 2.54
S -0.33 3.09 1.23
H -0.78 6.60 1.93
H -1.74 5.46 1.04
H 1.18 5.88 2.94
H 1.69 4.24 2.74
*
```

HOMO energy (spin up / spin down) (eV): -9.430 / -10.123
⟨S²⟩: 3.76

Entry 6:
DFT (wB97M-V/def2-TZVPD) results for a 2-piece molecular cluster, C5H7NOS overall.

```
! RIJCOSX wB97M-V def2-TZVPD def2/J DEFGRID3
* xyz 0 1
C 2.26 -0.78 -0.20
C 1.14 -0.09 -0.78
C 1.73 -1.70 0.68
C 0.01 -0.64 -0.21
C -1.97 2.66 -0.54
N 0.42 -1.60 0.68
O -2.18 -1.02 1.05
S -1.73 -0.39 -0.27
H 3.38 -0.65 -0.20
H 1.20 0.86 -1.23
H 2.21 -2.43 1.25
H -0.92 2.57 -0.61
H -2.49 2.81 0.49
H -2.62 2.32 -1.41
H -0.45 -1.91 1.30
*
```

HOMO energy (spin up / spin down) (eV): -8.749 / -8.031

| no. | strongest force on any atom (eV/A) |
| --- | --- |
| 1 | 2.791 |
| 2 | 3.943 |
| 3 | 1.642 |
| 4 | 5.289 |
| 5 | 1.400 |
| 6 | 5.083 |